The following is a DFT calculation (ωB97M-V/def2-TZVPD) of a molecular structure, C33H48BN11S6Sr at a distorted geometry.

Last column: Mulliken charge in e.
CARTESIAN COORDINATES (ANGSTROEM)
Sr1 12.205 -15.175 -4.758  0.769
C1 17.149 -15.511 -7.760  -1.674
C2 17.099 -16.040 -6.373  0.302
C3 18.002 -16.967 -5.849  -0.748
C4 17.899 -17.419 -4.544  0.199
N1 16.992 -16.977 -3.745  -0.072
N2 16.318 -15.838 -4.140  1.119
B1 15.401 -15.435 -2.994  -1.238
N3 15.683 -14.275 -2.134  0.506
N4 16.987 -14.243 -1.665  -1.039
C5 17.410 -13.123 -1.091  0.176
C6 16.533 -12.006 -0.873  -0.377
C7 15.240 -12.016 -1.368  -0.337
C8 14.303 -10.869 -1.062  -1.703
C9 14.824 -13.246 -2.062  1.282
S1 13.205 -13.287 -2.660  -0.362
C10 18.836 -13.107 -0.569  1.934
C11 19.577 -14.369 -0.929  -1.793
C12 19.472 -11.903 -1.377  -1.454
C13 18.737 -12.924 0.909  -1.547
N5 14.754 -16.499 -2.250  0.495
N6 14.297 -16.041 -0.936  0.096
C14 14.094 -16.960 -0.063  0.130
C15 14.142 -18.348 -0.452  -0.729
C16 14.241 -18.746 -1.762  -0.139
C17 14.216 -20.223 -2.189  -1.557
C18 14.245 -17.713 -2.769  0.366
S2 13.716 -17.924 -4.420  -0.084
C19 13.790 -16.548 1.307  2.146
C20 12.431 -15.833 1.175  -1.612
C21 14.910 -15.554 1.771  -1.447
C22 13.636 -17.674 2.342  -2.057
C23 16.231 -15.369 -5.401  0.355
S3 15.040 -14.160 -5.814  -0.029
C24 18.653 -18.628 -4.109  2.151
C25 18.398 -18.972 -2.638  -1.605
C26 18.166 -19.810 -5.017  -1.485
C27 20.142 -18.510 -4.349  -1.721
H1 18.160 -15.462 -8.232  0.391
H2 16.831 -14.482 -7.759  0.451
H3 16.590 -16.151 -8.457  0.286
H4 18.885 -17.273 -6.451  0.340
H5 16.973 -11.113 -0.306  0.384
H6 14.794 -9.922 -1.482  0.362
H7 14.237 -10.713 0.018  0.349
H8 13.296 -10.974 -1.519  0.325
H9 19.623 -14.623 -2.007  0.258
H10 19.191 -15.204 -0.358  0.348
H11 20.596 -14.230 -0.454  0.425
H12 19.395 -12.101 -2.435  0.380
H13 20.573 -11.707 -1.065  0.360
H14 18.877 -10.970 -1.162  0.354
H15 17.999 -13.618 1.342  0.165
H16 18.418 -11.935 1.116  0.394
H17 19.670 -13.143 1.395  0.473
H18 14.125 -19.068 0.370  0.462
H19 14.849 -20.335 -3.117  0.208
H20 13.172 -20.395 -2.429  0.415
H21 14.661 -20.828 -1.418  0.467
H22 12.537 -15.072 0.400  0.337
H23 12.133 -15.359 2.133  0.365
H24 11.679 -16.557 0.960  0.452
H25 14.882 -14.691 1.088  0.214
H26 15.919 -16.013 1.631  0.334
H27 14.738 -15.241 2.822  0.462
H28 12.822 -18.342 2.052  0.477
H29 13.517 -17.264 3.346  0.347
H30 14.489 -18.414 2.365  0.403
H31 17.384 -18.953 -2.267  0.187
H32 18.982 -18.353 -1.916  0.229
H33 18.786 -19.983 -2.368  0.445
H34 17.063 -19.882 -4.875  0.291
H35 18.541 -20.714 -4.500  0.434
H36 18.459 -19.725 -6.084  0.331
H37 20.592 -17.630 -3.772  0.283
H38 20.426 -18.313 -5.401  0.329
H39 20.667 -19.419 -3.993  0.425
S4 10.835 -12.870 -5.493  -0.330
C28 10.736 -13.649 -6.980  0.402
S5 11.966 -14.454 -7.724  -0.280
C29 9.417 -13.795 -7.615  -0.098
C30 8.256 -14.006 -6.903  0.109
N7 7.311 -14.254 -6.259  -0.751
C31 9.259 -13.696 -9.023  -0.014
N8 9.121 -13.612 -10.172  -0.611
C32 5.714 -13.420 -3.507  -1.190
N9 7.077 -13.767 -3.706  0.056
C33 7.774 -14.332 -2.705  0.428
N10 7.298 -14.275 -1.425  -0.445
S6 9.219 -15.228 -2.932  -0.360
H40 5.154 -14.065 -2.784  0.338
H41 5.159 -13.400 -4.436  0.329
H42 5.738 -12.391 -3.125  0.376
H43 7.361 -13.957 -4.722  0.378
H44 6.497 -13.686 -1.135  0.212
H45 7.911 -14.765 -0.750  0.179
N11 10.416 -16.898 -5.565  -0.515
H46 10.306 -16.867 -6.627  0.249
H47 9.483 -16.737 -5.160  0.191
H48 10.645 -17.881 -5.391  0.185

E   -117915.6540 eV
Energy above the lowest of the compared OMol25 structures with the same formula, charge and spin   364.8 kJ/mol

---

The following is a DFT calculation (ωB97M-V/def2-TZVPD) of a molecular structure, C33H48CoN9OS2 at a distorted geometry.

Last column: Mulliken charge in e.
CARTESIAN COORDINATES (ANGSTROEM)
Co1 0.995 2.640 -1.303  -0.828
S1 -2.026 0.368 0.152  -0.147
C1 -1.535 -1.241 0.452  -0.075
N1 -1.822 -1.927 1.593  0.488
C2 -1.673 -3.362 1.496  -0.645
C3 -0.357 -3.692 0.786  -0.871
N2 -0.294 -3.053 -0.509  0.699
C4 0.479 -3.663 -1.569  -1.602
C5 -0.291 -4.730 -2.314  0.338
C6 -1.265 -4.354 -3.231  -0.229
C7 -1.954 -5.310 -3.955  -0.706
C8 -1.685 -6.655 -3.765  -0.419
C9 -0.732 -7.038 -2.837  -0.662
C10 -0.041 -6.081 -2.111  -0.270
C11 -0.826 -1.809 -0.601  0.002
S2 -0.708 -0.773 -1.960  -0.285
C12 -2.717 -1.302 2.557  -0.833
C13 -3.261 -2.236 3.600  -0.309
C14 -2.587 -2.451 4.798  -0.060
C15 -3.129 -3.275 5.771  -0.637
C16 -4.351 -3.890 5.560  -0.425
C17 -5.025 -3.690 4.366  -0.739
C18 -4.482 -2.868 3.394  -0.126
H1 -2.504 -3.807 0.931  0.256
H2 -1.662 -3.789 2.501  0.467
H3 -0.279 -4.773 0.649  0.387
H4 0.484 -3.355 1.413  0.305
H5 1.391 -4.089 -1.136  0.606
H6 0.756 -2.869 -2.270  0.547
H7 -1.467 -3.305 -3.393  0.419
H8 -2.699 -5.004 -4.673  0.405
H9 -2.207 -7.401 -4.347  0.390
H10 -0.525 -8.086 -2.681  0.394
H11 0.713 -6.396 -1.403  0.380
H12 -3.557 -0.850 2.011  0.654
H13 -2.162 -0.486 3.038  0.322
H14 -1.638 -1.964 4.973  0.392
H15 -2.602 -3.425 6.703  0.396
H16 -4.781 -4.520 6.325  0.393
H17 -5.982 -4.163 4.198  0.395
H18 -5.017 -2.704 2.471  0.430
N3 3.651 2.667 -4.292  -0.417
C19 2.849 2.936 -3.256  0.785
O1 2.024 2.110 -2.851  -0.540
C20 2.943 4.255 -2.557  -0.823
C21 1.598 4.445 -1.844  -0.920
H19 3.561 1.789 -4.778  0.241
H20 4.332 3.331 -4.618  0.198
H21 3.177 5.072 -3.246  0.466
H22 3.756 4.184 -1.830  0.150
H23 0.859 4.798 -2.570  0.512
H24 1.688 5.194 -1.056  0.324
C22 2.613 -0.466 -1.395  -0.766
N4 3.666 0.311 -0.802  0.455
C23 4.931 -0.347 -0.550  -0.592
C24 5.642 0.634 0.376  -0.793
N5 4.558 1.455 0.903  0.037
C25 4.980 2.710 1.493  -1.069
C26 3.431 1.290 0.122  -0.130
N6 2.283 1.881 0.205  0.346
C27 1.968 2.756 1.317  -1.367
C28 0.449 2.906 1.428  -0.440
N7 -0.129 3.175 0.122  0.757
C29 -1.374 3.552 -0.002  -0.002
N8 -2.006 3.587 -1.213  0.171
C30 -1.602 2.858 -2.383  0.049
C31 -3.432 3.787 -1.040  -0.526
C32 -3.510 4.390 0.353  -0.744
N9 -2.251 3.980 0.960  0.192
C33 -1.940 4.612 2.222  -1.291
H25 2.962 -0.873 -2.344  0.295
H26 1.750 0.172 -1.575  -0.339
H27 2.309 -1.291 -0.743  0.648
H28 5.470 -0.513 -1.486  0.368
H29 4.772 -1.322 -0.072  0.318
H30 6.359 1.248 -0.184  0.359
H31 6.172 0.145 1.198  0.382
H32 5.988 2.575 1.879  0.441
H33 4.349 2.989 2.333  0.333
H34 4.986 3.524 0.761  0.290
H35 2.406 3.752 1.172  0.401
H36 2.333 2.339 2.262  0.566
H37 0.266 3.702 2.150  0.305
H38 0.015 1.973 1.811  0.182
H39 -0.563 2.488 -2.266  -0.399
H40 -1.652 3.512 -3.256  0.329
H41 -2.250 1.992 -2.545  0.400
H42 -3.952 2.821 -1.088  0.273
H43 -3.828 4.446 -1.816  0.377
H44 -4.354 4.008 0.932  0.382
H45 -3.575 5.486 0.311  0.426
H46 -2.845 5.095 2.589  0.473
H47 -1.172 5.383 2.116  0.394
H48 -1.634 3.877 2.968  0.338

Multiplicity   4
Total charge   +1
E   -109750.3592 eV
Energy above the lowest of the compared OMol25 structures with the same formula, charge and spin   168.6 kJ/mol
⟨S²⟩   3.7778

---

The following is a DFT calculation (ωB97M-V/def2-TZVPD) of a molecular structure, C33H48IN9NaO2Si2 at a distorted geometry.

Last column: Mulliken charge in e.
CARTESIAN COORDINATES (ANGSTROEM)
Na1 0.292 0.130 -0.185  0.762
O1 -0.171 -2.264 3.461  -0.799
C1 -0.498 -3.415 2.862  0.174
C2 -0.566 -4.577 3.631  -0.728
C3 -0.932 -5.778 3.059  -0.380
C4 -1.219 -5.847 1.703  -0.841
C5 -1.141 -4.706 0.928  -0.442
C6 -0.784 -3.482 1.484  0.242
C7 -0.716 -2.246 0.673  1.089
O2 -0.334 -1.163 1.208  -0.695
N1 -1.125 -2.382 -0.583  -1.193
N2 -1.086 -1.237 -1.286  1.293
C8 -1.482 -1.268 -2.507  -1.472
C9 -1.443 -0.073 -3.296  1.300
C10 -1.741 -0.119 -4.671  -1.329
C11 -1.604 1.017 -5.435  -0.363
C12 -1.185 2.193 -4.818  -1.248
C13 -0.948 2.151 -3.452  -0.157
N3 -1.081 1.077 -2.704  0.488
H1 -0.154 -1.598 2.704  0.176
H2 -0.329 -4.505 4.682  0.465
H3 -0.998 -6.666 3.676  0.389
H4 -1.510 -6.790 1.260  0.415
H5 -1.356 -4.732 -0.128  0.431
H6 -1.822 -2.195 -2.989  0.108
H7 -2.060 -1.047 -5.122  0.490
H8 -1.805 0.993 -6.499  0.400
H9 -1.020 3.095 -5.387  0.447
H10 -0.608 3.029 -2.920  0.658
C14 2.129 0.063 -3.802  -0.855
Si1 3.099 0.991 -2.440  0.283
C15 2.542 2.821 -2.478  -0.938
C16 4.919 1.004 -3.103  -1.311
C17 2.791 0.317 -0.746  2.192
C18 2.794 1.329 0.308  -1.719
C19 3.973 1.920 0.791  -0.779
C20 3.922 2.839 1.811  -0.670
C21 2.685 3.177 2.348  -1.084
C22 1.567 2.573 1.808  -0.608
N4 1.614 1.688 0.827  1.124
Si2 3.396 -1.350 -0.198  0.520
C23 2.476 -2.749 -1.116  -1.082
C24 5.279 -1.743 -0.450  -1.324
C25 3.100 -1.623 1.676  -0.952
H11 1.853 0.734 -4.611  0.350
H12 1.216 -0.354 -3.397  -0.072
H13 2.705 -0.750 -4.230  0.420
H14 2.188 3.119 -3.461  0.439
H15 3.354 3.485 -2.196  0.339
H16 1.737 2.966 -1.766  -0.040
H17 5.020 1.467 -4.082  0.362
H18 5.281 -0.016 -3.188  0.306
H19 5.582 1.531 -2.424  0.312
H20 4.911 1.640 0.341  0.408
H21 4.827 3.299 2.189  0.415
H22 2.600 3.879 3.163  0.434
H23 0.574 2.819 2.162  0.333
H24 2.957 -2.988 -2.059  0.435
H25 1.450 -2.471 -1.328  0.067
H26 2.446 -3.653 -0.515  0.350
H27 5.534 -1.656 -1.501  0.307
H28 5.572 -2.738 -0.122  0.361
H29 5.888 -1.025 0.093  0.291
H30 2.380 -0.905 2.051  0.012
H31 4.014 -1.507 2.252  0.434
H32 2.704 -2.615 1.875  0.352
I1 -2.051 6.860 -2.365  0.050
C26 -1.872 5.082 -1.278  -0.777
C27 -2.600 3.920 -1.443  -0.258
N5 -2.160 3.073 -0.501  0.478
N6 -1.208 3.615 0.248  -0.508
C28 -1.012 4.836 -0.204  -0.173
H33 -3.366 3.663 -2.145  0.575
H34 -2.417 2.100 -0.320  0.128
H35 -0.284 5.493 0.227  0.484
C29 -4.421 0.788 4.070  -1.253
N7 -3.154 0.491 3.434  0.157
C30 -2.082 1.341 3.906  -1.078
C31 -3.199 0.213 2.053  0.487
N8 -2.574 0.870 1.158  -0.297
N9 -4.067 -0.800 1.721  0.031
C32 -4.152 -1.961 2.584  -1.209
C33 -4.189 -1.130 0.317  -0.940
H36 -4.697 1.849 3.963  0.370
H37 -4.351 0.560 5.138  0.341
H38 -5.216 0.190 3.632  0.403
H39 -2.028 1.248 4.992  0.396
H40 -2.234 2.403 3.659  0.376
H41 -1.138 1.002 3.483  0.164
H42 -1.984 1.595 1.550  0.064
H43 -3.852 -1.704 3.595  0.388
H44 -3.496 -2.762 2.225  0.345
H45 -5.179 -2.336 2.588  0.318
H46 -3.424 -1.844 -0.002  0.197
H47 -4.066 -0.218 -0.259  0.342
H48 -5.180 -1.554 0.143  0.309

Total charge   -1
E   -80782.3050 eV
Energy above the lowest of the compared OMol25 structures with the same formula, charge and spin   50.8 kJ/mol

---

Among the records above, which one has the lowest energy above the lowest of the compared OMol25 structures with the same formula, charge and spin? C33H48IN9NaO2Si2